P:
Below is an isolated ion of composition C11H15N2 and charge +1, with properties calculated with ωB97M-V/def2-TZVPD.

The geometry in XYZ format:
```
28
Properties=species:S:1:pos:R:3
C 3.15 -0.11 0.10
C 2.76 -1.47 0.03
C 2.18 0.88 0.10
C 1.41 -1.75 0.00
C 0.81 0.57 0.04
C 0.39 -0.78 0.03
C -1.88 -0.34 0.36
C -0.19 1.65 -0.10
C -0.52 2.16 -1.43
C -0.25 2.51 1.16
C -1.09 -2.65 -0.09
N -0.91 -1.21 -0.03
N -3.16 -0.65 0.17
H 4.10 0.28 0.10
H 3.51 -2.34 0.00
H 2.33 1.97 0.20
H 1.04 -2.79 -0.06
H -0.14 1.47 -2.17
H -0.23 3.16 -1.56
H -1.71 2.27 -1.49
H 0.29 2.11 1.92
H -1.37 2.47 1.44
H 0.14 3.47 0.87
H -0.46 -3.25 0.66
H -0.80 -2.94 -1.04
H -2.07 -3.05 0.35
H -3.77 -0.20 0.84
H -3.56 -1.44 -0.41
```

## Properties
Molar mass (g mol⁻¹): 175.3
HOMO energy (spin up / spin down) (eV): -12.12 / -12.12
Lowest unoccupied orbital energy (spin up / spin down) (eV): -4.864 / -4.865
2S+1: 1
Total charge: +1

Q:
Below is C11H15N2 as an isolated structure, with properties calculated with ωB97M-V/def2-TZVPD.

The geometry in XYZ format:
```
28
Properties=species:S:1:pos:R:3
C 2.85 -2.76 -0.54
C 2.49 -2.15 0.63
C 2.11 -2.60 -1.76
C 1.40 -1.36 0.64
C 0.88 -1.91 -1.64
C 0.58 -1.20 -0.51
C -1.32 2.90 -0.24
C -1.04 2.56 1.24
C -1.82 1.56 -0.68
C -0.27 1.35 1.13
C -1.89 -0.52 0.66
N -0.50 -0.43 -0.72
N -1.07 0.52 0.15
H 3.77 -3.34 -0.39
H 3.10 -2.13 1.56
H 2.21 -3.11 -2.72
H 1.17 -0.94 1.61
H 0.45 -1.75 -2.55
H -2.05 3.72 -0.44
H -0.47 2.99 -0.91
H -0.66 3.43 1.81
H -1.91 2.34 1.77
H -2.82 1.27 -0.49
H -1.60 1.45 -1.69
H 0.61 1.43 0.50
H 0.06 0.72 2.07
H -2.77 -0.75 0.11
H -1.49 -1.29 1.38
```

## Properties
Molar mass (g mol⁻¹): 175.3
HOMO energy (spin up / spin down) (eV): -12.18 / -12.34
Lowest unoccupied orbital energy (spin up / spin down) (eV): -4.591 / -4.954
2S+1: 1
Total charge: +1

Most stable pick: P. Distance to second place: 1.673 eV.